The following is a DFT calculation (wB97M-V/def2-TZVPD) of a molecular structure, C48H64Cl5N4O5RbS in a non-equilibrium geometry.

Net charge = -2
Highest occupied orbital energy (alpha / beta) = -0.88 / -0.88 eV
Orbital gap (alpha / beta) = 4.11 / 4.11 eV
Energy relative to the best compared isomer or geometry (same formula, charge and spin) = 51.7 kcal per mole
Electronic energy = -141113.2747 eV
Maximum force = 6.2 eV/A

CARTESIAN COORDINATES (ANGSTROEM)
Rb: -7.966 -18.439 -10.109
C: -14.836 -15.945 -9.814
C: -13.787 -16.366 -10.819
C: -12.838 -17.428 -10.502
C: -12.754 -18.262 -9.314
C: -13.705 -18.292 -8.127
C: -14.598 -19.515 -8.158
C: -11.643 -19.161 -9.526
C: -11.240 -20.020 -8.508
C: -10.185 -20.984 -8.519
C: -9.647 -21.841 -7.440
C: -10.147 -21.979 -6.036
C: -11.629 -22.399 -6.034
C: -8.560 -22.539 -8.024
C: -8.480 -22.078 -9.384
C: -7.604 -22.646 -10.363
C: -7.336 -22.074 -11.635
N: -7.407 -20.717 -11.884
C: -7.119 -20.543 -13.233
C: -7.278 -19.349 -13.934
C: -8.311 -18.428 -13.831
N: -9.338 -18.389 -12.877
C: -10.240 -17.465 -13.231
C: -11.427 -17.206 -12.471
C: -11.652 -17.795 -11.208
N: -10.931 -18.810 -10.648
C: -9.744 -16.694 -14.438
C: -8.529 -17.294 -14.764
C: -7.580 -16.890 -15.898
C: -6.996 -18.020 -16.801
C: -10.257 -15.331 -14.945
C: -11.545 -15.437 -15.773
C: -6.698 -21.822 -13.774
C: -6.813 -22.817 -12.779
C: -6.852 -24.312 -12.868
C: -7.831 -24.917 -13.894
C: -6.194 -22.023 -15.178
C: -4.956 -22.935 -15.243
N: -9.463 -21.132 -9.671
C: -7.872 -23.744 -7.488
C: -8.599 -25.103 -7.577
H: -15.252 -15.034 -10.241
H: -15.602 -16.761 -9.840
H: -14.457 -15.711 -8.730
H: -14.280 -16.529 -11.778
H: -13.065 -15.535 -11.034
H: -13.135 -18.249 -7.153
H: -14.244 -17.367 -8.190
H: -13.888 -20.351 -8.181
H: -15.202 -19.554 -7.234
H: -15.206 -19.541 -9.084
H: -11.814 -19.810 -7.621
H: -9.497 -22.724 -5.481
H: -10.048 -21.031 -5.526
H: -11.570 -23.485 -6.359
H: -12.038 -22.290 -5.053
H: -12.370 -21.865 -6.721
H: -7.150 -23.620 -10.133
H: -6.437 -19.030 -14.532
H: -12.205 -16.506 -12.887
H: -8.118 -16.180 -16.473
H: -6.727 -16.444 -15.350
H: -7.539 -18.974 -16.575
H: -7.162 -17.779 -17.858
H: -5.925 -18.223 -16.549
H: -10.503 -14.719 -14.052
H: -9.412 -14.820 -15.456
H: -12.476 -15.548 -15.122
H: -11.722 -14.422 -16.256
H: -11.491 -16.237 -16.575
H: -5.831 -24.686 -12.973
H: -7.141 -24.653 -11.798
H: -7.681 -24.499 -14.915
H: -7.838 -26.014 -13.896
H: -8.892 -24.667 -13.583
H: -6.987 -22.562 -15.739
H: -5.993 -21.105 -15.719
H: -5.237 -23.951 -15.592
H: -4.198 -22.556 -15.885
H: -4.535 -23.044 -14.221
H: -6.901 -23.943 -7.997
H: -7.589 -23.579 -6.430
H: -8.604 -25.464 -8.576
H: -7.974 -25.823 -6.993
H: -9.650 -25.080 -7.233
Cl: -8.939 -12.860 -3.551
C: -8.490 -14.025 -4.780
C: -9.562 -14.845 -5.219
Cl: -11.145 -14.506 -4.743
C: -9.369 -15.751 -6.232
Cl: -10.595 -16.664 -6.912
C: -8.064 -15.995 -6.741
O: -7.834 -16.976 -7.560
C: -6.954 -15.122 -6.347
Cl: -5.483 -14.976 -7.152
C: -7.181 -14.170 -5.298
Cl: -5.958 -13.111 -4.730
O: -3.422 -17.575 -7.001
H: -2.566 -17.422 -6.604
H: -3.983 -16.722 -7.079
O: -6.637 -15.980 -10.216
H: -6.279 -15.910 -9.341
H: -6.092 -15.546 -10.921
O: -4.900 -18.945 -9.127
H: -4.848 -19.852 -8.869
H: -4.319 -18.539 -8.426
C: -0.822 -20.388 -11.781
C: -1.134 -18.987 -11.199
C: -2.511 -18.485 -11.720
S: -2.534 -17.501 -13.353
O: -1.412 -18.135 -14.119
C: -1.958 -15.845 -12.702
C: -1.620 -14.878 -13.856
C: -2.905 -14.083 -14.243
H: 0.062 -20.783 -11.306
H: -0.708 -20.333 -12.894
H: -1.680 -21.092 -11.580
H: -0.393 -18.282 -11.444
H: -1.158 -18.962 -10.108
H: -3.088 -17.883 -11.047
H: -3.123 -19.377 -11.930
H: -1.130 -16.134 -12.033
H: -2.778 -15.365 -12.122
H: -1.317 -15.403 -14.758
H: -0.796 -14.241 -13.670
H: -2.758 -13.441 -15.162
H: -3.256 -13.440 -13.445
H: -3.726 -14.807 -14.467

The following is a DFT calculation (wB97M-V/def2-TZVPD) of 6 unconnected molecules or ions with the total composition C48H65F4N2O13P in a non-equilibrium geometry.

Net charge = 0
Highest occupied orbital energy = -7.60 eV
Orbital gap = 7.32 eV
SMILES = CCP(CC)c1c(C[C@@H](C)F)c(CN)c2c(c1C(F)(F)F)C(=O)c1c(CCN)ccc(C[C@@H](C)O)c1C2=O.O=C1CCCO1.O=C1CCCO1.O=C1CCCO1.O=C1CCCO1.O=C1CCCO1
Electronic energy = -100587.3412 eV
Maximum force = 2.5 eV/A

CARTESIAN COORDINATES (ANGSTROEM)
C: -4.773 3.220 3.093
C: -5.609 2.843 1.834
P: -4.425 2.092 0.626
C: -4.966 2.257 -1.138
C: -5.449 3.688 -1.484
C: -4.008 0.342 1.071
C: -5.030 -0.608 0.963
C: -6.440 -0.251 0.496
C: -7.557 -0.485 1.571
C: -8.432 0.747 1.840
F: -8.398 -1.481 1.050
C: -4.791 -1.946 1.284
C: -5.867 -3.018 1.141
N: -6.543 -3.319 2.422
C: -3.520 -2.261 1.746
C: -2.518 -1.327 1.876
C: -2.724 0.006 1.522
C: -1.546 0.952 1.700
F: -1.652 2.167 1.178
F: -0.397 0.443 1.215
F: -1.350 1.132 3.027
C: -1.206 -1.887 2.439
O: -0.538 -1.348 3.290
C: -0.811 -3.253 1.893
C: 0.494 -3.589 1.546
C: 1.681 -2.661 1.633
C: 1.984 -1.913 0.279
N: 1.501 -2.649 -0.906
C: 0.685 -4.875 1.061
C: -0.310 -5.798 0.926
C: -1.604 -5.450 1.267
C: -2.722 -6.462 1.120
C: -2.798 -7.371 2.367
C: -4.197 -8.016 2.507
O: -1.855 -8.450 2.213
C: -1.844 -4.182 1.747
C: -3.216 -3.711 2.121
O: -4.007 -4.420 2.706
H: -5.358 3.785 3.822
H: -4.313 2.314 3.505
H: -3.939 3.827 2.721
H: -6.460 2.210 2.097
H: -5.989 3.790 1.433
H: -5.720 1.535 -1.481
H: -4.077 2.070 -1.755
H: -6.115 3.707 -2.351
H: -5.946 4.196 -0.654
H: -4.565 4.273 -1.748
H: -6.540 0.783 0.171
H: -6.675 -0.899 -0.355
H: -7.094 -0.887 2.477
H: -8.308 1.493 1.051
H: -8.159 1.168 2.814
H: -9.473 0.424 1.914
H: -5.329 -3.913 0.794
H: -6.550 -2.749 0.334
H: -5.934 -2.957 3.150
H: -6.460 -4.323 2.545
H: 2.569 -3.249 1.886
H: 1.569 -1.899 2.404
H: 1.556 -0.907 0.271
H: 3.076 -1.851 0.219
H: 2.291 -2.782 -1.538
H: 0.838 -2.091 -1.433
H: 1.701 -5.144 0.774
H: -0.110 -6.793 0.541
H: -2.578 -7.112 0.251
H: -3.683 -5.947 1.047
H: -2.561 -6.810 3.279
H: -4.082 -9.029 2.898
H: -4.766 -7.405 3.217
H: -4.720 -8.046 1.545
H: -1.146 -8.330 2.849
O: 3.799 -4.771 0.296
C: 4.351 -5.415 1.139
C: 5.846 -5.601 1.301
C: 5.922 -6.794 2.249
C: 4.634 -6.651 3.045
O: 3.691 -6.063 2.134
H: 6.267 -4.698 1.745
H: 6.316 -5.808 0.344
H: 6.814 -6.807 2.873
H: 5.901 -7.721 1.674
H: 4.747 -5.986 3.904
H: 4.253 -7.610 3.391
O: 4.145 -2.935 -2.741
C: 4.257 -1.899 -3.337
C: 4.048 -1.687 -4.821
C: 4.726 -0.339 -5.056
C: 4.550 0.342 -3.714
O: 4.577 -0.726 -2.741
H: 2.976 -1.654 -5.027
H: 4.520 -2.482 -5.393
H: 4.313 0.223 -5.884
H: 5.787 -0.497 -5.255
H: 3.592 0.864 -3.634
H: 5.349 1.042 -3.500
O: 5.473 2.142 -5.949
C: 5.616 3.286 -5.610
C: 6.213 3.786 -4.308
C: 5.771 5.245 -4.294
C: 5.679 5.567 -5.771
O: 5.287 4.330 -6.399
H: 7.300 3.687 -4.353
H: 5.818 3.231 -3.462
H: 6.446 5.903 -3.750
H: 4.785 5.328 -3.842
H: 6.637 5.881 -6.192
H: 4.936 6.333 -5.979
O: 3.228 7.099 -3.534
C: 2.154 6.634 -3.282
C: 1.415 6.686 -1.962
C: 0.345 5.615 -2.154
C: 0.130 5.647 -3.657
O: 1.404 5.998 -4.215
H: 0.984 7.679 -1.838
H: 2.077 6.456 -1.134
H: -0.567 5.792 -1.585
H: 0.740 4.643 -1.857
H: -0.598 6.402 -3.959
H: -0.182 4.681 -4.053
O: 2.951 8.329 0.359
C: 3.471 7.656 1.199
C: 4.707 8.001 2.005
C: 5.100 6.647 2.588
C: 3.757 5.941 2.688
O: 2.980 6.454 1.592
H: 4.433 8.717 2.781
H: 5.483 8.412 1.366
H: 5.624 6.711 3.540
H: 5.745 6.119 1.884
H: 3.235 6.169 3.620
H: 3.848 4.861 2.592

The following is a DFT calculation (wB97M-V/def2-TZVPD) of 9 unconnected molecules or ions with the total composition C48H65FN15O3 in a non-equilibrium geometry.

Net charge = +1
Highest occupied orbital energy = -9.23 eV
Orbital gap = 4.23 eV
Electronic energy = -82011.5156 eV
Maximum force = 8.6 eV/A

CARTESIAN COORDINATES (ANGSTROEM)
C: 2.285 2.512 -1.350
C: 1.134 2.794 -2.485
N: -0.231 3.152 -1.939
C: -0.638 1.983 -1.070
N: -1.137 0.684 -1.664
C: -1.360 -0.170 -0.398
N: -1.789 -1.488 -0.410
C: -1.962 -2.326 0.838
C: -3.035 -1.736 1.929
C: -2.758 -2.583 3.343
N: -3.480 -2.003 4.539
C: -2.507 -1.092 5.316
C: -3.391 -0.393 6.522
C: -4.963 -0.855 6.840
C: -5.838 -0.109 8.015
C: -5.094 1.082 8.869
C: -3.519 1.538 8.555
C: -2.615 0.819 7.366
O: -1.235 1.267 7.073
C: -2.069 -2.205 -1.745
C: -3.314 -1.544 -2.591
F: -0.797 -2.197 -2.560
N: -1.016 0.705 0.826
N: -0.598 1.970 0.442
O: -0.202 3.050 1.138
N: -0.517 2.964 2.442
O: -0.823 4.117 2.794
H: 3.337 3.014 -1.594
H: 2.479 1.338 -1.323
H: 2.002 2.841 -0.263
H: 0.994 1.766 -3.075
H: 1.569 3.560 -3.265
H: -0.239 4.055 -1.415
H: -2.301 -3.437 0.585
H: -0.926 -2.439 1.421
H: -4.115 -2.058 1.537
H: -3.003 -0.575 2.076
H: -3.212 -3.666 3.134
H: -1.603 -2.709 3.546
H: -3.596 -2.829 5.200
H: -2.116 -0.311 4.515
H: -1.593 -1.693 5.755
H: -5.509 -1.727 6.238
H: -6.960 -0.428 8.214
H: -5.739 1.624 9.705
H: -3.084 2.403 9.227
H: -1.343 2.124 6.528
H: -2.335 -3.349 -1.595
H: -3.622 -2.329 -3.424
H: -4.220 -1.235 -1.907
H: -2.850 -0.623 -3.192
H: -1.058 0.450 1.847
N: 1.158 -5.692 3.421
C: 2.401 -5.172 3.170
C: 2.393 -4.647 1.897
C: 1.099 -4.852 1.364
C: 0.355 -5.497 2.327
H: 0.876 -6.148 4.279
H: 3.182 -5.222 3.916
H: 3.230 -4.167 1.406
H: 0.746 -4.561 0.383
H: -0.673 -5.834 2.327
N: -0.132 2.285 -5.969
C: 1.111 2.805 -6.220
C: 1.104 3.330 -7.493
C: -0.191 3.125 -8.026
C: -0.934 2.480 -7.063
H: -0.413 1.829 -5.111
H: 1.893 2.756 -5.474
H: 1.940 3.811 -7.984
H: -0.544 3.417 -9.007
H: -1.962 2.143 -7.063
N: -5.423 1.477 -3.383
C: -6.272 1.170 -2.352
C: -7.553 1.126 -2.853
C: -7.475 1.411 -4.237
C: -6.148 1.621 -4.538
H: -4.420 1.581 -3.305
H: -5.892 1.010 -1.351
H: -8.448 0.911 -2.284
H: -8.297 1.458 -4.939
H: -5.658 1.862 -5.472
N: 3.267 -0.769 -10.625
C: 2.511 0.199 -11.232
C: 1.865 0.914 -10.249
C: 2.250 0.361 -9.004
C: 3.118 -0.675 -9.266
H: 3.845 -1.447 -11.104
H: 2.497 0.295 -12.310
H: 1.191 1.745 -10.410
H: 1.928 0.685 -8.022
H: 3.640 -1.352 -8.603
N: 1.775 -2.361 -4.545
C: 2.198 -2.789 -5.776
C: 3.440 -2.244 -6.013
C: 3.780 -1.464 -4.882
C: 2.736 -1.556 -3.990
H: 0.892 -2.601 -4.113
H: 1.580 -3.443 -6.377
H: 4.037 -2.393 -6.903
H: 4.690 -0.896 -4.734
H: 2.593 -1.118 -3.011
N: 0.927 4.380 6.827
C: 0.928 5.723 7.101
C: 1.137 5.881 8.453
C: 1.273 4.588 9.012
C: 1.142 3.680 7.986
H: 0.791 3.969 5.912
H: 0.779 6.449 6.313
H: 1.188 6.826 8.978
H: 1.448 4.346 10.053
H: 1.182 2.599 7.981
N: 2.493 -7.655 -5.515
C: 2.493 -6.312 -5.241
C: 2.702 -6.154 -3.889
C: 2.838 -7.447 -3.329
C: 2.707 -8.354 -4.356
H: 2.356 -8.066 -6.429
H: 2.344 -5.586 -6.029
H: 2.753 -5.209 -3.363
H: 3.013 -7.689 -2.289
H: 2.747 -9.436 -4.361
N: 6.496 5.909 9.234
C: 6.919 4.648 8.901
C: 5.840 3.955 8.401
C: 4.727 4.830 8.429
C: 5.162 6.030 8.945
H: 7.078 6.635 9.631
H: 7.950 4.353 9.049
H: 5.852 2.930 8.053
H: 3.718 4.609 8.106
H: 4.637 6.958 9.132

Q: Among the records above, which one has the highest electronic energy?
A: C48H65FN15O3

Q: Which of these has the highest maximum force?
A: C48H65FN15O3

Q: The highest net charge belongs to which entry?
A: C48H65FN15O3